[1]
ORCA calculation (the ωB97M-V functional and the def2-TZVPD basis) on a molecular structure, C24H25N6O2RbS3.

Energy relative to the best compared isomer or geometry (same formula, charge and spin): 21.2 kcal/mol
Highest occupied orbital energy: -5.9 eV
Net charge: 0
Gap between HOMO and LUMO: 4.9 eV
Lowest unoccupied orbital energy: -0.98 eV
F_max: 0.1065 hartree/bohr

```
61
Properties=species:S:1:pos:R:3:forces:R:3
C 6.676 15.455 12.565 -1.03 0.57 0.26
C 10.766 9.871 12.957 0.19 0.91 0.55
C 7.066 13.594 11.082 0.17 0.61 -0.41
H 7.445 4.622 14.287 0.30 0.37 0.54
H 8.964 9.695 7.542 -1.01 -0.16 0.61
H 12.895 7.343 12.698 0.92 -0.52 0.17
N 6.691 10.137 6.669 0.58 0.35 -1.28
N 8.220 9.658 8.263 0.18 -0.47 -0.48
H 8.396 16.228 13.677 -0.61 -1.07 -0.71
Rb 7.020 10.362 12.329 -0.04 0.14 0.36
C 4.755 12.954 19.673 -0.46 -0.73 0.93
O 5.872 11.540 15.001 0.32 0.10 -0.56
C 8.826 14.422 12.502 -0.55 0.12 0.01
H 5.990 16.207 12.963 0.21 -0.24 -0.10
H 8.023 5.021 16.993 -0.08 -0.40 0.00
H 4.320 14.600 18.316 0.40 -0.58 0.33
H 9.011 5.335 14.855 -1.12 -0.22 0.34
H 7.485 10.328 6.021 -1.15 -0.35 0.86
C 8.384 13.501 11.535 -0.58 1.20 0.84
N 7.052 9.260 15.146 1.05 -4.87 -2.26
C 7.984 15.439 12.988 1.27 -0.04 0.19
H 5.420 12.673 15.365 -0.27 0.55 0.82
H 10.613 7.612 8.197 0.28 0.18 0.00
C 10.388 8.737 10.979 -0.02 0.79 1.82
H 9.043 12.760 11.142 0.43 -0.36 -0.26
H 6.782 13.078 10.167 -0.22 -0.44 0.45
C 9.749 7.505 8.853 0.23 -0.99 -1.07
N 8.666 9.576 9.565 1.59 -0.39 0.71
H 4.487 13.524 20.581 -0.14 -0.51 -0.56
C 5.158 12.916 17.279 0.15 -1.58 1.26
C 7.891 5.438 14.893 1.74 -0.22 -1.76
H 9.890 6.518 9.326 -0.12 0.60 0.24
O 5.085 13.457 16.104 -0.31 1.03 -1.06
C 7.354 5.506 16.292 -0.09 1.28 0.34
C 5.690 11.584 17.401 -0.47 2.65 0.00
C 5.103 11.577 19.758 0.34 0.50 0.20
C 11.800 9.040 13.345 1.50 -0.51 0.03
C 7.287 7.938 15.257 -0.74 4.57 1.04
H 5.116 14.548 11.340 1.29 0.15 0.19
H 5.758 10.331 6.315 0.46 -0.03 0.52
S 7.251 7.269 16.906 0.00 -0.90 -1.05
S 7.632 6.975 13.878 -0.14 -0.94 0.26
H 9.822 14.382 12.900 0.42 -0.14 -0.07
S 5.722 10.088 9.202 0.88 -0.32 -1.36
C 11.443 7.884 11.266 -0.29 -0.08 -0.11
H 4.856 10.953 20.622 0.52 0.56 0.00
N 10.079 9.744 11.834 -0.04 -0.16 -0.03
N 6.712 9.796 16.289 -0.77 2.34 1.29
C 9.562 8.643 9.779 -1.51 0.87 -0.94
H 6.035 9.965 18.693 0.07 -0.32 0.20
C 4.712 13.576 18.462 0.19 0.99 -1.44
C 6.129 11.009 16.132 0.85 -2.99 1.16
C 6.200 14.544 11.635 -0.77 -0.50 -0.40
H 12.472 9.170 14.228 -1.19 0.16 -0.60
H 11.686 7.085 10.584 0.14 -0.09 -0.01
H 6.361 5.090 16.314 -0.29 -0.21 0.26
C 6.921 9.944 7.983 -0.41 0.51 1.03
C 12.149 8.048 12.456 -0.91 -0.07 -0.39
H 10.585 10.734 13.608 -0.53 -0.23 -0.37
H 8.902 7.408 8.168 -0.02 0.05 0.28
C 5.701 10.986 18.667 -0.80 -0.51 -0.83
```
Forces are in eV/Å.



[2]
ORCA calculation (the ωB97M-V functional and the def2-TZVPD basis) on a molecular structure, C24H25N7O3Se2Ti.

Energy relative to the best compared isomer or geometry (same formula, charge and spin): 2.8 kcal/mol
Highest occupied orbital energy: -8.3 eV
Net charge: 0
Gap between HOMO and LUMO: 7.2 eV
Lowest unoccupied orbital energy: -1.12 eV
F_max: 0.0107 hartree/bohr

```
62
Properties=species:S:1:pos:R:3:forces:R:3
C 2.213 -2.122 1.094 0.14 -0.38 -0.05
H -1.621 -0.164 -4.429 0.01 -0.02 0.02
C -3.689 2.255 3.374 -0.07 -0.02 -0.05
N -1.017 -1.115 0.819 0.31 0.06 -0.12
N -2.631 1.625 0.882 0.02 0.00 0.01
N -1.921 -4.873 2.849 0.04 -0.18 0.14
H -3.091 -1.775 -2.921 0.00 0.02 -0.01
H -4.544 1.215 0.276 -0.06 -0.01 -0.02
C -2.329 2.358 3.140 0.11 -0.01 -0.02
C 3.524 1.609 1.927 -0.08 0.05 -0.03
N 1.109 -2.002 -1.024 0.14 0.00 0.02
H 0.033 -0.161 -3.779 0.02 0.00 -0.05
H 0.496 -2.368 -3.025 -0.02 0.02 -0.02
C -2.180 -3.896 2.296 -0.11 0.21 -0.16
H -0.841 4.285 -0.992 0.00 0.01 0.00
H -0.354 1.940 -4.993 -0.02 0.04 0.00
H 2.827 -2.653 1.822 -0.02 -0.01 -0.01
H 6.841 2.155 2.347 0.02 0.00 0.00
C -2.332 -1.766 -2.143 -0.06 0.05 0.05
H 1.863 -4.667 -2.798 0.01 -0.02 0.01
C -1.704 -1.973 1.225 0.00 0.26 0.20
N 1.492 0.520 -1.861 -0.30 -0.06 -0.38
H -1.789 2.792 -1.134 -0.03 0.01 0.01
C 3.408 0.386 2.580 0.01 0.02 0.04
H 4.448 -1.130 3.683 0.00 -0.01 0.01
H 2.638 2.075 1.507 0.09 -0.03 0.04
C -0.357 2.083 1.631 -0.37 -0.17 -0.17
H 2.943 -4.662 -0.307 0.01 -0.02 0.00
N -2.562 -2.795 1.650 -0.12 -0.36 0.04
Ti 0.498 -0.176 -0.220 -0.30 0.36 -0.13
C -0.941 0.320 -3.726 -0.12 -0.03 0.14
Se 0.184 2.866 -2.741 -0.06 -0.03 -0.03
C 4.534 -0.185 3.160 0.07 0.01 -0.04
O 2.242 0.614 -0.946 0.35 0.03 0.43
C 1.759 -3.908 -2.041 -0.04 0.05 -0.03
H 6.639 -0.007 3.535 0.00 -0.01 0.01
C -4.513 1.836 2.341 0.05 0.00 -0.02
H -1.527 -2.454 -2.371 0.01 -0.01 0.01
C 2.318 -3.906 -0.753 -0.01 0.04 -0.06
C -1.849 2.021 1.883 0.03 -0.05 -0.16
H -4.099 2.493 4.346 -0.01 0.00 0.00
H -1.834 2.264 -4.088 -0.01 -0.03 -0.01
H -1.633 2.679 3.900 0.01 0.01 0.03
C 5.770 0.446 3.078 -0.04 0.02 -0.03
Se -1.673 0.051 -1.930 0.13 -0.15 -0.01
N 1.757 -0.955 1.346 -0.22 0.36 0.18
C -3.936 1.540 1.112 0.03 0.03 0.09
C 2.084 -0.338 2.641 0.13 0.00 0.02
H 4.837 3.190 1.334 0.00 0.01 0.00
C 1.038 -2.727 -2.165 0.16 -0.11 0.15
H -2.781 -2.036 -1.190 -0.02 -0.02 -0.03
C 5.882 1.658 2.414 -0.05 -0.02 0.02
C 4.756 2.239 1.843 0.01 -0.03 -0.01
O 0.380 2.619 2.417 0.22 0.17 0.19
H 1.286 0.346 2.922 -0.02 0.00 -0.06
C -0.848 1.802 -4.032 0.11 0.11 -0.01
H 2.146 -1.121 3.401 -0.09 0.00 -0.02
H -1.976 4.108 -2.347 -0.02 0.00 0.02
O 0.068 1.494 0.524 0.08 -0.03 0.11
C 1.915 -2.720 -0.159 -0.11 -0.15 -0.21
C -1.289 3.580 -1.689 0.06 -0.01 -0.05
H -5.580 1.736 2.480 -0.01 0.00 -0.01
```
Forces are in eV/Å.